Entry 1:
103
Properties=species:S:1:pos:R:3:lowdin_charge:R:1 method="wB97M-V/def2-TZVPD" energy_ha=-2175.4009 spin_multiplicity=2 total_charge=+1
O -0.99344 3.73873 0.65931 0.31
H -0.32199 3.05906 0.56542 0.05
H -0.87672 4.43635 0.01023 0.18
H -0.89994 4.12452 1.53341 0.16
B -1.99371 0.66105 -0.16079 -1.42
F -3.08923 1.38114 -0.40432 0.20
F -1.42414 0.91587 1.07762 0.12
F -2.14238 -0.68728 -0.41154 0.16
F -1.09068 1.03968 -1.18437 0.10
C 3.06516 -3.32283 -0.79820 -0.05
C 2.57229 -4.59704 -0.04277 -0.39
C 1.02885 -4.86025 -0.31335 -0.14
O 0.32254 -3.75208 0.26549 -0.24
C -1.07871 -3.78373 0.05779 -0.10
N 3.44113 -5.69749 -0.44617 0.04
H 2.59244 -2.38125 -0.51883 0.06
H 2.92708 -3.45861 -1.87086 0.06
H 4.13829 -3.20640 -0.64671 0.08
H 2.71518 -4.41823 1.02292 0.13
H 0.68916 -5.77769 0.16731 0.12
H 0.74963 -4.88076 -1.36678 0.10
H -1.56701 -4.75386 -0.03447 0.09
H -1.28281 -3.20982 -0.84612 0.07
H -1.64327 -3.41829 0.91560 0.09
H 2.99172 -6.58326 -0.26305 0.07
H 3.55602 -5.62436 -1.44694 0.06
C -4.68027 -0.69500 4.94687 -0.01
C -3.96610 0.48732 4.26926 -0.31
C -3.29800 1.47006 5.23385 -0.16
O -4.34394 2.17853 5.92331 -0.17
C -3.95746 3.21317 6.76224 -0.10
N -3.04466 0.00624 3.25568 0.38
H -4.02494 -1.29229 5.58083 0.10
H -5.11235 -1.36988 4.20799 0.09
H -5.63662 -0.40158 5.37974 0.10
H -4.77751 1.03799 3.79338 0.19
H -2.57783 2.15739 4.78996 0.12
H -2.70273 0.87139 5.92332 0.14
H -3.71423 2.78733 7.73568 0.10
H -4.75440 3.95450 6.82077 0.10
H -3.09559 3.74340 6.35711 0.09
H -3.51729 -0.41717 2.46992 0.11
H -2.49038 0.74428 2.84562 0.12
C 2.70615 3.68121 -4.98298 -0.05
C 2.38179 2.64617 -3.89181 -0.43
C 2.98329 3.08029 -2.53337 -0.13
O 2.70156 2.21041 -1.36522 -0.26
C 3.30108 0.95330 -1.47172 -0.09
N 0.95335 2.42433 -3.80621 0.05
H 2.36949 3.22084 -5.91185 0.08
H 3.78418 3.73378 -5.13517 0.08
H 2.37919 4.71874 -4.91403 0.08
H 2.88961 1.69157 -4.02949 0.13
H 2.50458 4.01352 -2.23669 0.12
H 4.04800 3.23982 -2.70375 0.13
H 4.38591 0.98166 -1.57389 0.10
H 2.80302 0.44433 -2.29694 0.08
H 3.10392 0.38120 -0.56512 0.09
H 0.39784 3.23824 -3.58474 0.08
H 0.73162 1.83435 -3.01699 0.05
C 2.55993 3.54026 2.20088 -0.02
C 1.77707 2.17567 2.16005 -0.33
C 0.62194 1.99530 3.23586 -0.19
O 1.08289 2.35178 4.52598 -0.18
C 1.62692 1.20778 5.18591 -0.09
N 1.17111 2.21764 0.82461 0.03
H 1.87944 4.36909 2.39602 0.08
H 3.11991 3.55038 1.26577 0.08
H 3.26893 3.46020 3.02490 0.08
H 2.52719 1.38724 2.22185 0.14
H 0.16987 1.00662 3.31490 0.10
H -0.25467 2.55192 2.90446 0.09
H 2.44324 0.72295 4.65049 0.09
H 0.86187 0.47822 5.45149 0.08
H 2.07452 1.50922 6.13296 0.09
H 1.81860 2.36039 0.06272 0.04
H 0.92098 1.25868 0.62986 0.07
C -0.36633 -1.26594 -3.07169 -0.05
C 0.47813 -1.54929 -4.28700 -0.43
C -0.04039 -2.71060 -5.15424 -0.18
O -0.15157 -3.98410 -4.52909 -0.19
C 1.06328 -4.64196 -4.21818 -0.10
N 0.70039 -0.33827 -5.13111 0.06
H -1.39355 -0.96804 -3.28189 0.08
H 0.10090 -0.49343 -2.46092 0.06
H -0.40357 -2.20355 -2.51707 0.06
H 1.45119 -1.79180 -3.85983 0.12
H 0.72178 -2.79761 -5.92859 0.11
H -0.95099 -2.36591 -5.64423 0.13
H 0.83435 -5.70765 -4.21939 0.09
H 1.40785 -4.36221 -3.22264 0.05
H 1.73788 -4.49237 -5.06118 0.10
H 0.95741 0.38669 -4.47654 0.00
H -0.26560 -0.11650 -5.32544 0.07
O 0.38729 -1.14641 1.22408 -0.04
H -0.31168 -0.68324 0.76242 -0.02
H 0.47826 -1.97467 0.75295 -0.01
O -3.69267 0.41383 -3.58578 -0.04
H -3.37155 0.15292 -2.72262 0.00
H -3.77950 1.36556 -3.53192 0.04
O -4.84971 -0.25908 0.88828 -0.03
H -4.12612 0.13629 0.40213 -0.01
H -5.40093 -0.65863 0.21541 0.07


Entry 2:
12
Properties=species:S:1:pos:R:3:lowdin_charge:R:1 method="wB97M-V/def2-TZVPD" energy_ha=-410.8824
H 2.43085 -1.75720 -0.02480 0.04
N 2.93675 -0.90503 0.02239 0.10
N 2.31068 0.19534 -0.03955 -0.01
C 0.98392 0.24346 -0.01019 -0.32
C 0.09285 1.30916 0.11273 0.02
N -1.20741 0.84362 -0.10251 0.09
C -1.15374 -0.52943 -0.08161 -0.46
N -2.06398 -1.41417 0.06044 0.14
H -2.86686 -0.78444 0.04602 0.04
O 0.21346 -0.95206 -0.04024 0.05
H 0.38195 2.30213 -0.04974 0.11
H -2.05847 1.44862 0.10707 0.20


Entry 3:
9
Properties=species:S:1:pos:R:3:lowdin_charge:R:1 method="wB97M-V/def2-TZVPD" energy_ha=-1342.7051 smiles=N#CC[SiH](Cl)Cl
N 2.47218 -1.32128 0.44089 0.11
C 1.68099 -0.71736 -0.07690 -0.23
C 0.51780 0.31108 -0.73132 -0.23
Si -1.03823 0.08745 0.34859 -0.27
Cl -1.99844 -1.70317 0.38562 0.29
Cl -2.33777 1.62920 0.15246 0.31
H 0.43073 0.27146 -1.72633 0.00
H 0.76379 1.31979 -0.45611 0.05
H -0.49105 0.12284 1.66310 -0.05


Entry 4:
54
Properties=species:S:1:pos:R:3:lowdin_charge:R:1 method="wB97M-V/def2-TZVPD" energy_ha=-1189.3093 smiles="CCOc1cc(C(=O)N/N=C/[C@@H]2CC=CCC2)cc(OCC)c1OCC"
C -4.27375 -4.33574 0.15676 -0.06
C -3.04965 -3.44260 0.28691 -0.24
O -3.47876 -2.10542 0.10531 -0.06
C -2.57069 -1.09885 0.22153 -0.18
C -1.22208 -1.30623 0.45608 0.04
C -0.34870 -0.22995 0.58361 -0.13
C 1.08337 -0.55834 0.83581 -0.42
O 1.44446 -1.60902 1.31607 0.09
N 1.95870 0.42390 0.45000 0.05
N 3.28381 0.27904 0.62201 0.07
C 4.07882 1.15255 0.18208 -0.11
C 5.55691 1.04108 0.36582 -0.31
C 6.27635 1.29000 -0.96637 -0.17
C 6.15829 0.10239 -1.87343 -0.11
C 5.86047 -1.11245 -1.44456 -0.10
C 5.59697 -1.45293 -0.01402 -0.19
C 5.97822 -0.31541 0.93125 -0.16
C -0.84649 1.05863 0.51850 0.04
C -2.20132 1.29437 0.27505 -0.18
O -2.52117 2.61281 0.22994 -0.03
C -3.86557 3.06538 0.28500 -0.24
C -3.82339 4.54825 0.62489 -0.06
C -3.07343 0.21406 0.08553 -0.13
O -4.40630 0.45413 -0.16895 -0.07
C -4.97784 -0.15553 -1.31877 -0.22
C -4.23606 0.19575 -2.60355 -0.05
H -3.99085 -5.37207 0.31644 0.08
H -5.01966 -4.05150 0.89403 0.08
H -4.70918 -4.23490 -0.83406 0.08
H -2.30334 -3.70608 -0.47457 0.13
H -2.59708 -3.55888 1.27988 0.13
H -0.80905 -2.29588 0.55659 0.11
H 1.60747 1.24884 -0.03907 0.14
H 3.72065 2.05016 -0.34540 0.13
H 5.85108 1.83299 1.06928 0.14
H 7.33544 1.49321 -0.77531 0.12
H 5.86534 2.17526 -1.45972 0.11
H 6.34902 0.28780 -2.92199 0.10
H 5.77994 -1.93149 -2.14686 0.10
H 4.53504 -1.68145 0.10505 0.10
H 6.15239 -2.35588 0.25210 0.11
H 7.06083 -0.30367 1.07461 0.12
H 5.50113 -0.47278 1.89786 0.11
H -0.23001 1.92949 0.67629 0.12
H -4.42058 2.51069 1.04734 0.13
H -4.35672 2.91543 -0.68328 0.12
H -4.83354 4.94560 0.66194 0.08
H -3.34584 4.69719 1.58952 0.08
H -3.25529 5.08687 -0.12886 0.08
H -5.99552 0.24334 -1.34186 0.13
H -5.02359 -1.24147 -1.19488 0.11
H -4.17696 1.27507 -2.72855 0.07
H -4.76050 -0.22840 -3.45535 0.08
H -3.22433 -0.20477 -2.57819 0.08


ΔE to the lowest compared entry with this formula, charge and spin (kcal/mol)
0.00 75.83 23.67 106.76